# 1
DFT (the ωB97M-V functional and the def2-TZVPD basis) results for an isolated molecule of C4H6N2OS.

Results
Relative energy (zero: lowest compared OMol25 entry of this formula, charge and spin), kcal/mol: 153.7
Lowest unoccupied orbital energy, eV: -0.56

The geometry in ORCA input format:
```
! wB97M-V def2-TZVPD RIJCOSX def2/J DEFGRID3
* xyz 0 1
C -0.76206 -0.65218 -2.47706
C -0.30648 0.62985 1.41315
C 0.52346 1.91809 1.48636
C 0.03520 -0.32426 0.33626
N -0.03957 -2.24149 -0.67319
N -0.39970 -1.52973 0.36677
O -1.32843 0.43439 2.01431
S 0.32068 -1.79368 -2.36861
H -0.83726 -0.08324 -3.51813
H 0.40233 2.45281 2.42634
H 0.30292 2.67865 0.64282
H 1.67273 1.60528 1.42075
H 0.59197 0.08106 -0.44863
H -0.17577 -3.17554 -0.62114
*
```

natural (NBO) atomic charge list, values in e, 6 entries:
1. C -0.55
2. C 0.52
3. C -0.72
4. C -0.11
5. N -0.59
6. N -0.12

***

# 2
DFT (the ωB97M-V functional and the def2-TZVPD basis) results for an isolated molecule of C4H6N2S.

Results
Relative energy (zero: lowest compared OMol25 entry of this formula, charge and spin), kcal/mol: 82.8
Lowest unoccupied orbital energy, eV: 0.56
Structure (SMILES): C1=NN=CSCC1

The geometry in ORCA input format:
```
! wB97M-V def2-TZVPD RIJCOSX def2/J DEFGRID3
* xyz 0 1
C 0.74459 -0.10906 1.23526
N 1.79073 0.28082 0.68245
N 1.82912 1.23380 -0.27535
C 0.98540 1.02782 -1.27232
S -0.11050 -0.35093 -1.77205
C -1.12341 -0.80157 -0.37029
C -0.75082 -0.00510 0.80749
H 1.02636 -0.85770 2.05092
H 1.23158 1.80443 -2.12852
H -0.93726 -2.04579 -0.39293
H -2.17668 -0.70735 -0.72265
H -1.12942 1.06268 0.58177
H -1.37968 -0.53205 1.57623
*
```

natural (NBO) atomic charge list, values in e, 6 entries:
1. C 0.08
2. N -0.24
3. N -0.25
4. C -0.13
5. S 0.22
6. C -0.52

***

# 3
DFT (the ωB97M-V functional and the def2-TZVPD basis) results for an isolated molecule of C4H6N2S.

Results
Relative energy (zero: lowest compared OMol25 entry of this formula, charge and spin), kcal/mol: 99.5
Lowest unoccupied orbital energy, eV: 0.33
Structure (SMILES): [S-][N+]1=NCC=CC1

The geometry in ORCA input format:
```
! wB97M-V def2-TZVPD RIJCOSX def2/J DEFGRID3
* xyz 0 1
S 2.93612 -0.29461 -0.03310
N 1.35970 0.06775 0.04733
N 0.87463 1.20219 0.06096
C -0.56794 1.42574 0.16923
C -1.27200 0.25636 -0.43295
C -0.70925 -0.97948 -0.53200
C 0.40431 -1.23926 0.35842
H -0.55022 2.39905 -0.35041
H -0.72578 1.63430 1.17538
H -2.13997 0.65970 -1.08681
H -0.91805 -1.82508 -1.12394
H 0.24403 -1.12920 1.34542
H 1.06442 -2.17746 0.40248
*
```

natural (NBO) atomic charge list, values in e, 6 entries:
1. S -0.07
2. N -0.16
3. N -0.15
4. C -0.33
5. C -0.18
6. C -0.23

***

# 4
DFT (the ωB97M-V functional and the def2-TZVPD basis) results for an isolated molecule of C4H6N2S.

Results
Relative energy (zero: lowest compared OMol25 entry of this formula, charge and spin), kcal/mol: 22.1
Lowest unoccupied orbital energy, eV: 0.84
Structure (SMILES): Nc1cc(S)c[nH]1

The geometry in ORCA input format:
```
! wB97M-V def2-TZVPD RIJCOSX def2/J DEFGRID3
* xyz 0 1
N -1.97465 -0.43560 -1.25050
C -0.77171 -0.13707 -0.51903
C -0.57777 0.47873 0.68645
C 0.85541 0.43211 0.87767
S 1.86835 1.17723 2.12923
C 1.41098 -0.22034 -0.20532
N 0.41612 -0.54767 -1.04716
H -2.31083 0.37084 -1.95577
H -2.71289 -0.76214 -0.53452
H -1.30877 0.89038 1.34992
H 2.18251 0.04364 2.90925
H 2.42678 -0.31627 -0.51284
H 0.49648 -0.97385 -1.92738
*
```

natural (NBO) atomic charge list, values in e, 6 entries:
1. N -0.88
2. C 0.27
3. C -0.33
4. C -0.26
5. S -0.02
6. C -0.06

***

# 5
DFT (the ωB97M-V functional and the def2-TZVPD basis) results for an isolated molecule of C4H6N2S.

Results
Relative energy (zero: lowest compared OMol25 entry of this formula, charge and spin), kcal/mol: 74.0
Lowest unoccupied orbital energy, eV: 0.67
Structure (SMILES): [H]/N=C(\C#CC)NS

The geometry in ORCA input format:
```
! wB97M-V def2-TZVPD RIJCOSX def2/J DEFGRID3
* xyz 0 1
H -1.80115 -1.01118 1.13605
N -1.66093 -0.08654 1.57967
C -0.61805 0.43614 0.92890
C 0.07056 -0.29307 -0.05343
C 0.70073 -0.96113 -0.85070
C 1.17377 -1.64458 -1.99312
N -0.33238 1.81449 0.84965
S -1.32915 2.82953 1.90610
H 1.76910 -2.46831 -1.77011
H 1.74799 -1.03070 -2.72203
H 0.39019 -2.10715 -2.61775
H 0.58680 2.02478 0.57014
H -0.69748 2.49774 3.03661
*
```

natural (NBO) atomic charge list, values in e, 6 entries:
1. H 0.34
2. N -0.65
3. C 0.34
4. C -0.12
5. C 0.08
6. C -0.70

***

# 6
DFT (the ωB97M-V functional and the def2-TZVPD basis) results for an isolated molecule of C4H6N2S.

Results
Relative energy (zero: lowest compared OMol25 entry of this formula, charge and spin), kcal/mol: 100.6
Lowest unoccupied orbital energy (alpha / beta), eV: -1.26 / -0.03

The geometry in ORCA input format:
```
! wB97M-V def2-TZVPD RIJCOSX def2/J DEFGRID3
* xyz 0 1
C 1.96301 0.78440 -0.58229
C 0.55993 0.42724 -0.63506
C -0.38230 -0.00582 1.59432
C -1.48313 -0.74672 -0.39109
N 2.83590 1.24952 0.16964
N -0.36787 -0.05409 0.24501
S 0.81176 0.77968 2.42820
H 2.35161 0.57460 -1.60626
H 0.22192 0.27844 -1.65295
H -1.19458 -0.50821 2.09412
H -2.24370 -0.98458 0.34866
H -1.93179 -0.11882 -1.16059
H -1.14075 -1.67564 -0.85170
*
```

natural (NBO) atomic charge list, values in e, 6 entries:
1. C -0.12
2. C -0.03
3. C -0.13
4. C -0.40
5. N -0.16
6. N -0.36

***

# 7
DFT (the ωB97M-V functional and the def2-TZVPD basis) results for a cluster of 2 separate species, C4H6N2S in total.

Results
Relative energy (zero: lowest compared OMol25 entry of this formula, charge and spin), kcal/mol: 99.1
Lowest unoccupied orbital energy, eV: 0.77
Structure (SMILES): N#[N+][S-].C=C1CC1

The geometry in ORCA input format:
```
! wB97M-V def2-TZVPD RIJCOSX def2/J DEFGRID3
* xyz 0 1
N -3.43253 0.53921 0.57187
N -2.87415 -0.35935 0.20287
S -2.06236 -1.51257 -0.37283
C 0.34760 -0.21552 -1.64602
C 0.48717 -0.01989 -0.34171
C 1.20469 -0.47544 0.81544
C 0.90129 0.99814 0.74344
H 0.03141 0.64111 -2.30951
H 0.52182 -1.22926 -1.95584
H 2.18160 -0.78454 0.77482
H 0.79908 -0.80757 1.70171
H 0.12107 1.49887 1.33555
H 1.77330 1.72680 0.48021
*
```

natural (NBO) atomic charge list, values in e, 6 entries:
1. N 0.00
2. N -0.15
3. S 0.15
4. C -0.40
5. C 0.01
6. C -0.47

***

# 8
DFT (the ωB97M-V functional and the def2-TZVPD basis) results for an isolated molecule of C4H6N2S.

Results
Relative energy (zero: lowest compared OMol25 entry of this formula, charge and spin), kcal/mol: 30.1
Lowest unoccupied orbital energy, eV: 0.71
Structure (SMILES): NC1=CC=NSC1

The geometry in ORCA input format:
```
! wB97M-V def2-TZVPD RIJCOSX def2/J DEFGRID3
* xyz 0 1
N -0.86206 0.81769 -1.60671
C -0.34407 0.19931 -0.46922
C -0.02826 -1.07743 -0.35142
C 0.76184 -1.58309 0.80741
N 1.38826 -0.90764 1.67343
S 1.30867 0.77339 1.60287
C -0.22284 1.12415 0.74080
H -0.66801 0.31613 -2.45343
H -0.61069 1.79699 -1.70275
H -0.36588 -1.81518 -1.09070
H 0.79947 -2.68259 1.00700
H -0.07291 2.15441 0.46301
H -1.08351 0.88384 1.37972
*
```

natural (NBO) atomic charge list, values in e, 6 entries:
1. N -0.79
2. C 0.25
3. C -0.41
4. C 0.08
5. N -0.58
6. S 0.43

***

# 9
DFT (the ωB97M-V functional and the def2-TZVPD basis) results for an isolated molecule of C4H6N2S.

Results
Relative energy (zero: lowest compared OMol25 entry of this formula, charge and spin), kcal/mol: 124.1
Lowest unoccupied orbital energy (alpha / beta), eV: -0.50 / -1.04

The geometry in ORCA input format:
```
! wB97M-V def2-TZVPD RIJCOSX def2/J DEFGRID3
* xyz 0 1
C 1.27285 0.53213 -1.17238
C 0.26682 0.03163 -0.34038
C 1.05743 2.92528 -2.17408
C -1.42505 -0.26519 1.21579
N 1.54577 1.81991 -1.61814
N -0.60326 0.61284 0.37456
S 1.15330 4.47405 -1.86867
H 2.02969 -0.17474 -1.25944
H 0.35894 -1.19246 -0.39793
H -1.16851 -1.26922 1.21522
H -1.52426 0.32500 2.20276
H -2.49424 -0.15949 0.67276
H 2.54318 2.06933 -1.52634
*
```

natural (NBO) atomic charge list, values in e, 6 entries:
1. C -0.03
2. C 0.01
3. C 0.03
4. C -0.44
5. N -0.60
6. N -0.38

***

# 10
DFT (the ωB97M-V functional and the def2-TZVPD basis) results for an isolated molecule of C4H6N2S2.

Results
Relative energy (zero: lowest compared OMol25 entry of this formula, charge and spin), kcal/mol: 115.3
Lowest unoccupied orbital energy, eV: -0.11
Structure (SMILES): S=C1NC[C@@H]1/C=N\S

The geometry in ORCA input format:
```
! wB97M-V def2-TZVPD RIJCOSX def2/J DEFGRID3
* xyz 0 1
S 1.90487 -0.54418 1.20782
C 0.51515 -0.98936 0.67790
N -0.18456 -2.05374 -0.05410
C -1.36826 -1.22917 -0.30722
C -0.96261 -0.38702 0.83939
C -1.41572 0.98529 0.36049
N -1.05444 1.83648 -0.45208
S 0.29221 1.33830 -1.44530
H 0.47961 -2.42217 -0.98558
H -1.14861 -0.73183 -1.32229
H -2.42500 -1.74555 -0.19752
H -1.45591 -0.34360 1.96494
H -2.19725 1.51312 0.97359
H -0.34457 2.26655 -2.51357
*
```

natural (NBO) atomic charge list, values in e, 6 entries:
1. S 0.09
2. C 0.02
3. N -0.59
4. C -0.24
5. C -0.39
6. C 0.10

***

# 11
DFT (the ωB97M-V functional and the def2-TZVPD basis) results for an isolated molecule of C4H6N2S2.

Results
Relative energy (zero: lowest compared OMol25 entry of this formula, charge and spin), kcal/mol: 55.5
Lowest unoccupied orbital energy, eV: 0.56
Structure (SMILES): C=NS[C@@H]1CNC1=S

The geometry in ORCA input format:
```
! wB97M-V def2-TZVPD RIJCOSX def2/J DEFGRID3
* xyz 0 1
C -3.15031 -0.77014 -0.08216
N -1.99424 -0.58604 0.45366
S -0.58052 -1.27423 -0.29294
C 0.56312 -0.18632 0.50163
C 0.82955 1.24848 -0.20242
N 2.19200 0.86061 -0.10713
C 1.99502 -0.44137 0.15195
S 3.04442 -1.68040 0.02034
H -3.97462 -0.18962 0.35666
H -3.33538 -1.52152 -0.89194
H 0.44031 -0.22236 1.58384
H 0.51221 1.28136 -1.24009
H 0.45915 2.17548 0.29318
H 2.99933 1.30605 -0.54459
*
```

natural (NBO) atomic charge list, values in e, 6 entries:
1. C -0.08
2. N -0.55
3. S 0.43
4. C -0.45
5. C -0.20
6. N -0.57

***

# 12
DFT (the ωB97M-V functional and the def2-TZVPD basis) results for a cluster of 2 separate species, C4H6N2Se in total.

Results
Relative energy (zero: lowest compared OMol25 entry of this formula, charge and spin), kcal/mol: 63.9
Lowest unoccupied orbital energy (alpha / beta), eV: -1.59 / -1.64

The geometry in ORCA input format:
```
! wB97M-V def2-TZVPD RIJCOSX def2/J DEFGRID3
* xyz 0 1
C -2.36028 0.24619 -0.44276
C -2.35083 1.07433 0.60336
C -0.41603 0.21192 0.30774
C 2.88401 -1.18525 -0.69645
N -1.10716 -0.35395 -0.60553
N -1.08446 0.98207 1.17575
Se 2.42824 -0.03095 0.78990
H -3.21242 -0.02548 -1.04210
H -3.03806 1.81747 0.92939
H 2.14618 -1.06283 -1.48854
H 3.87153 -0.77507 -1.15934
H 2.85887 -2.23518 -0.33491
H -0.61960 1.33674 1.96348
*
```

natural (NBO) atomic charge list, values in e, 6 entries:
1. C -0.10
2. C -0.11
3. C 0.46
4. C -0.84
5. N -0.53
6. N -0.60

***

relative energy (zero: lowest compared OMol25 entry of this formula, charge and spin) of number 10 (C4H6N2S2)? 115.3 kcal/mol

***

Which of these has the highest relative energy (zero: lowest compared OMol25 entry of this formula, charge and spin)? C4H6N2OS

***

Among the records above, which one has the highest relative energy (zero: lowest compared OMol25 entry of this formula, charge and spin)? C4H6N2OS